Here is C5H7N3OS in the gas phase in a non-equilibrium geometry from the Open Molecules 2025 dataset. Energies are from the ωB97M-V functional and the def2-TZVPD basis.

The geometry in XYZ format:
```
17
Properties=species:S:1:pos:R:3
C -1.2077 -1.6406 0.8248
C -0.2845 -2.4828 0.0252
C -1.1667 -0.3500 1.0304
C 0.6853 -1.6725 -0.5665
C -0.1257 0.4730 0.3810
N 0.7425 -0.2886 -0.3504
N 1.3659 2.7935 -1.7465
N -0.0070 1.7588 0.3101
O 2.2638 3.4156 0.5576
S 1.8335 2.3612 -0.3590
H -2.1866 -2.1771 1.0558
H -0.3556 -3.4976 -0.0350
H -1.8184 0.2204 1.7927
H 1.6468 -2.0289 -1.0461
H 1.3918 3.7779 -1.8523
H -0.8038 2.2534 0.8750
H 1.0188 0.2348 -0.9342
```

Calculated values
**Energy relative to the best compared isomer or geometry (same formula, charge and spin)**: 96.8 kcal per mole
**2S+1**: 1
**E_tot**: -22647.465 eV
**Gap between HOMO and LUMO**: 8.6 eV